[1]
The following is a quantum chemistry calculation of C4H9NO in the gas phase, from the OMol25 dataset.

Each atom is followed by the atoms it is bonded to, with distances in Å.
Geometry (Å):
1 C -1.60 1.37 -1.12  O2 1.421, H7 1.094, H8 1.091, H9 1.094
2 O -0.59 0.41 -1.41  C1 1.421, C3 1.349
3 C 0.06 -0.09 -0.35  O2 1.349, N4 1.268, C6 1.506
4 N -0.22 0.28 0.83  C3 1.268, C5 1.449
5 C 0.53 -0.30 1.92  N4 1.449, H10 1.100, H11 1.099, H12 1.094
6 C 1.10 -1.10 -0.78  C3 1.506, H13 1.096, H14 1.091, H15 1.095
7 H -2.36 0.94 -0.46  C1 1.094
8 H -2.03 1.65 -2.08  C1 1.091
9 H -1.17 2.24 -0.61  C1 1.094
10 H 0.71 -1.38 1.81  C5 1.100
11 H 1.51 0.19 2.04  C5 1.099
12 H -0.02 -0.15 2.86  C5 1.094
13 H 0.84 -2.10 -0.40  C6 1.096
14 H 1.15 -1.14 -1.87  C6 1.091
15 H 2.08 -0.84 -0.38  C6 1.095

Calculated values
* M: 87.122 g mol⁻¹
* SMILES: C/N=C(\C)OC
* F_max: 0.4 eV/A
* ΔE to the lowest compared entry with this formula, charge and spin: 30.1 kcal per mole
* HOMO energy: -9.5 eV
* E: -7831.015 eV
* lowest unoccupied orbital energy: 0.038 Eh
* frontier orbital gap: 10.528 eV

Atomic partial charges in e from the Löwdin method, atoms 1 to 2: -0.084, -0.085

=====

[2]
The following is a quantum chemistry calculation of 2 unconnected molecules or ions with the total composition C3H5BrOS, from the OMol25 dataset.

Each atom is followed by the atoms it is bonded to, with distances in Å.
Geometry (Å):
1 C 0.83 1.91 0.35  C2 1.316, H7 1.024, H8 1.070
2 C 0.86 0.62 0.11  C1 1.316, Br6 1.870
3 C -1.21 -0.78 -0.56  O4 1.346, S5 1.711, H9 1.017
4 O -0.35 -1.65 -1.13  C3 1.346, H10 0.988
5 S -1.87 -1.02 1.00  C3 1.711, H11 1.325
6 Br 2.15 -0.71 0.33  C2 1.870
7 H 1.65 2.52 0.27  C1 1.024
8 H -0.06 2.48 0.53  C1 1.070
9 H -1.49 -0.08 -1.24  C3 1.017
10 H 0.57 -1.30 -1.12  O4 0.988
11 H -1.09 -1.98 1.47  S5 1.325

Calculated values
* M: 169.043 g mol⁻¹
* F_max: 4.5 eV/A
* ΔE to the lowest compared entry with this formula, charge and spin: 107.9 kcal per mole
* HOMO energy (spin up / spin down): -8.0 / -7.2 eV
* E: -86112.051 eV
* lowest unoccupied orbital energy (spin up / spin down): 0.008 / -0.017 Eh
* frontier orbital gap (spin up / spin down): 8.191 / 6.729 eV

Atomic partial charges in e from the Löwdin method, atoms 1 to 2: -0.120, -0.648

=====

ΔE to the lowest compared entry with this formula, charge and spin of number 2 (C3H5BrOS)?
107.9 kcal per mole